Entry w
C56H77N7O21 | the ωB97M-V functional and the def2-TZVPD basis

Each line ends with the Löwdin charge.
Cartesian coordinates (Å):
O: -2.9755 -0.8629 4.5833  -0.08
O: -2.2614 5.2761 -1.7405  -0.08
O: -2.5632 -4.6137 -6.0508  0.03
O: 2.6704 -2.9597 -3.5391  0.08
O: 1.9517 -3.0290 1.8487  0.04
O: -0.2239 -3.1204 -1.0324  0.04
O: 0.3023 -3.2318 3.1570  0.09
O: -3.1445 -0.3570 -0.8861  0.07
O: 3.1065 -1.1365 -4.6039  0.05
O: 2.7753 6.4766 -0.2998  0.04
O: -2.9387 0.1702 -3.8955  -0.12
O: 2.1638 5.1490 6.1557  -0.15
O: -3.5748 3.2270 -3.1863  -0.09
O: 4.1918 -0.2064 3.1083  0.04
O: -0.1609 1.0147 -4.6621  -0.09
O: -3.6394 -6.4958 -5.7493  0.08
O: 3.7156 4.9751 -1.5075  0.11
O: 0.0193 -2.3428 -3.0682  0.08
O: -0.1021 4.1322 4.6990  -0.13
O: 4.9876 0.6509 4.9506  0.05
O: -1.9432 -1.5383 0.4793  0.04
N: 3.4481 5.4433 -0.4853  -0.36
N: -0.1496 -3.2280 -2.2663  -0.30
N: -2.1361 -0.5558 -0.2280  -0.30
N: -3.2594 -5.4285 -5.3569  -0.30
N: 1.0276 -3.7097 2.3206  -0.30
N: 3.0302 -1.8160 -3.5621  -0.32
N: 4.0422 0.2847 4.2317  -0.31
C: -0.1970 -4.7951 -4.1185  0.00
C: 3.7780 -1.3307 0.0959  -0.05
C: -0.8948 -6.8296 -2.3559  -0.07
C: -0.8426 -7.1113 -3.7614  -0.06
C: 0.0115 -5.8466 2.4341  -0.04
C: -0.7532 -5.5680 -1.9166  -0.03
C: 3.5809 -1.2277 -2.3024  -0.14
C: 5.3223 2.9581 1.5525  -0.08
C: -3.1560 -0.5124 -5.1758  -0.24
C: -4.8881 3.3600 -2.7182  -0.33
C: 3.4432 5.0797 1.9880  -0.03
C: -4.3908 -4.6488 -1.3286  -0.06
C: -0.1278 3.8578 3.2703  -0.26
C: -0.4066 2.7309 -0.4612  -0.09
C: -3.6150 -5.1066 -3.9189  -0.13
C: 4.8648 3.2965 2.8331  -0.02
C: -4.4691 -5.9501 -1.8362  -0.07
C: 1.0002 -5.1027 1.8625  -0.13
C: 3.1744 -1.7590 -1.0925  0.00
C: -4.1271 -6.1381 -3.1608  -0.04
C: -3.4695 -3.8161 -3.4178  0.01
C: -1.1422 5.5940 -2.4176  -0.38
C: 2.5237 1.2268 5.8888  0.03
C: -0.4523 -6.1156 -4.5931  -0.07
C: 1.6519 6.2307 6.9952  -0.29
C: 3.8802 4.3048 3.0220  -0.04
C: 5.1389 0.2421 -1.1334  -0.06
C: -3.8968 -3.6249 -2.1174  -0.06
C: -5.3431 2.0894 -2.0888  -0.08
C: 4.8332 3.6658 0.5297  -0.03
C: -2.3191 -1.9597 3.9667  -0.34
C: 4.7662 -0.3183 0.0739  -0.06
C: -1.4820 3.3934 2.7441  -0.05
C: 2.6860 0.5264 4.7087  -0.16
C: 1.8182 -5.6242 0.8158  0.02
C: -0.3507 -4.5566 -2.8042  -0.17
C: 0.8588 2.4759 -0.0006  -0.05
C: -1.3688 1.7432 -0.5487  -0.01
C: -3.3438 -3.0901 3.7139  -0.06
C: 4.5391 -0.2025 -2.3351  0.00
C: 1.1354 1.2134 0.5243  -0.03
C: 1.9392 2.1483 -4.0424  -0.07
C: -0.1665 -7.1570 2.1127  -0.04
C: 0.6969 1.4780 -3.5468  -0.26
C: 3.9237 4.7193 0.7627  -0.13
C: 1.1747 1.4554 6.2410  -0.04
C: 1.1958 7.4333 6.1364  -0.08
C: 1.6406 0.0169 3.9663  -0.01
C: 0.6313 -7.7468 1.0569  -0.03
C: 0.1711 0.2001 0.4417  0.01
C: 0.3427 0.1731 4.3659  -0.05
C: 0.1466 1.0248 5.4341  -0.07
C: 1.5563 -6.9114 0.4281  -0.10
C: -1.0507 0.4812 -0.1363  -0.13
C: -0.2157 6.4953 -1.5479  -0.07
C: -2.0525 -1.4207 -5.7558  -0.07
H: -3.4001 2.3334 -3.3885  0.03
H: 0.8577 5.8441 7.6342  0.10
H: 5.7966 1.0699 -1.2439  0.09
H: 2.8700 6.0106 2.1622  0.14
H: 1.0013 2.1264 7.0495  0.10
H: -1.0923 -7.7086 -1.7142  0.12
H: 0.3967 -0.8527 0.6272  0.11
H: -1.0430 -8.0727 -4.1410  0.10
H: 5.2629 3.3908 -0.4308  0.12
H: -0.0218 -3.9759 -4.8009  0.12
H: -4.2095 -2.6760 3.1956  0.08
H: -4.7213 1.9355 -1.2048  0.06
H: -1.7899 2.3728 3.0051  0.09
H: -3.4085 0.1454 -5.9780  0.10
H: -4.7517 -4.4970 -0.2454  0.14
H: 0.3842 4.7298 2.7130  0.14
H: -3.6527 -1.1791 5.1797  0.07
H: 1.5940 3.2791 0.0475  0.10
H: 5.1964 2.7728 3.6651  0.07
H: -1.6292 -2.0847 -5.0288  0.03
H: -2.2477 3.9999 3.1249  0.05
H: 2.1394 -7.3422 -0.3646  0.11
H: -0.8636 1.1709 5.7060  0.10
H: 2.5329 1.4389 -4.6745  0.08
H: -2.5041 -1.9222 -6.6031  0.08
H: -5.4731 3.7393 -3.5453  0.11
H: -0.8668 4.6964 4.9372  0.10
H: -1.2728 -0.8835 -6.1599  0.03
H: -0.8067 7.2892 -1.1245  0.07
H: 0.6398 6.9890 5.3278  0.05
H: -0.6161 4.6214 -2.8074  0.12
H: 5.1796 -0.0736 1.0454  0.08
H: -4.3163 -7.0670 -3.6480  0.11
H: 0.2570 6.0038 -0.7188  0.04
H: -1.5336 3.5189 1.6697  0.06
H: 3.4709 4.5623 3.9530  0.08
H: 2.6308 -5.0848 0.3221  0.13
H: -0.7794 3.7081 -0.8372  0.10
H: -4.7713 -6.7979 -1.2242  0.11
H: 1.8697 -0.5248 3.0476  0.10
H: -2.3618 1.8803 -0.9166  0.10
H: 3.3943 1.6309 6.3567  0.12
H: 0.5417 3.0124 3.2402  0.09
H: -6.4442 2.1143 -1.7857  0.10
H: 2.1224 7.8801 5.7117  0.08
H: -2.0382 0.5689 -3.7912  0.07
H: -1.3158 6.1626 -3.3835  0.12
H: -2.8459 -3.7578 2.9847  0.07
H: -1.5038 -2.2769 4.5879  0.09
H: 2.5011 6.5210 7.5850  0.10
H: -4.7510 4.1462 -1.9302  0.12
H: 0.6672 8.1804 6.7421  0.07
H: -3.5358 -3.6362 4.6431  0.08
H: -3.8098 -2.6353 -1.6571  0.10
H: 2.4564 -2.6032 -1.0329  0.11
H: -0.8275 -7.7888 2.7060  0.11
H: -0.2536 -6.2795 -5.6888  0.14
H: 1.6544 3.0245 -4.5972  0.08
H: 0.4927 6.9092 -2.2430  0.07
H: -1.9050 -1.6321 3.0216  0.07
H: 0.3185 0.3533 -5.1212  0.05
H: 6.0120 2.1371 1.4273  0.11
H: 1.3676 4.8856 5.5820  0.05
H: -3.1037 -3.0408 -4.0676  0.09
H: -5.2661 1.2258 -2.8099  0.09
H: 2.6269 2.3280 -3.2378  0.06
H: -0.4987 -0.3370 3.8652  0.09
H: -0.4623 -5.3458 3.2522  0.12
H: 0.7707 0.6756 -2.8084  0.10
H: -4.0234 -1.0690 -4.9694  0.08
H: 0.5269 -8.7239 0.6471  0.10
H: 3.5310 -1.7640 1.0340  0.06
H: 0.0429 2.2123 -3.0714  0.08
H: 4.8221 0.2028 -3.3210  0.12
H: -0.6539 -5.3931 -0.8396  0.12
H: -2.9307 4.8340 -2.2752  0.05
H: 2.1101 1.0807 0.8855  0.08

Results
Multiplicity = 1
Orbital gap = 8.30 eV
Charge = 0

Entry x
C56H77N7O21 | the ωB97M-V functional and the def2-TZVPD basis

Each line ends with the Löwdin charge.
Cartesian coordinates (Å):
O: -4.5613 4.2327 -1.4537  0.15
O: -0.5633 -0.6407 -0.4634  0.05
O: 4.5227 -3.8485 -5.1355  0.13
O: -4.2412 3.1958 0.4917  0.04
O: -2.5808 -0.9232 -4.5228  0.08
O: -2.6055 -2.3927 -6.2485  0.16
O: 1.2389 5.8106 3.6324  0.08
O: 2.1527 1.7797 1.2842  0.06
O: -4.4822 -1.8476 -5.1270  0.09
O: 0.4501 4.1144 2.4907  0.08
O: -3.6752 -2.6131 0.2487  0.05
O: 2.9047 -5.1931 -4.3203  0.08
O: 2.5850 -3.0343 -4.4385  0.09
O: -5.0234 -2.8835 -1.5337  0.14
O: 1.2122 0.2788 2.6359  0.12
O: 2.1934 5.2702 1.6723  0.14
O: 1.2053 -0.0914 -1.6877  0.08
O: -2.8837 -3.5194 -1.6178  0.06
O: -6.2883 3.8260 -0.0476  0.08
O: 1.0711 -2.1387 -0.7984  0.12
O: 3.4441 0.5953 2.6056  0.10
N: 1.1765 4.4394 -1.0177  0.05
N: 0.4285 -2.4484 3.3306  0.03
N: 5.8722 -4.3432 -1.1917  0.04
N: 3.0787 -5.7148 -0.4435  0.06
N: -2.9954 7.7929 0.4671  0.03
N: 5.7995 -0.2212 -2.2668  0.03
N: -4.7555 -0.7033 3.6787  0.02
C: 0.1538 4.2541 -2.9813  -0.12
C: -3.1474 -1.8209 -5.3508  -0.55
C: 1.8071 -7.3905 -1.1795  -0.13
C: -2.5870 7.9172 1.7741  -0.13
C: 4.4744 -2.9380 -0.1191  -0.12
C: 0.6422 -4.6311 2.9550  -0.11
C: 1.7614 -5.4147 -0.1401  -0.14
C: -6.4488 3.1916 1.2148  -0.08
C: -0.2942 4.1079 3.7102  -0.29
C: 1.5134 4.0066 -3.1855  -0.11
C: 5.2975 -3.5853 0.8214  -0.11
C: 3.4700 2.0356 0.7947  -0.07
C: -0.2412 -3.0786 4.3444  -0.13
C: 0.4480 5.1397 4.5935  -0.08
C: -4.9935 3.7870 -0.4397  -0.57
C: 4.3718 1.4497 1.8809  -0.27
C: -3.5277 -0.3257 -3.6597  -0.33
C: -2.3482 5.7604 1.1292  -0.11
C: -0.8261 0.7172 -0.8958  -0.25
C: 0.9951 -6.4426 -0.5693  -0.15
C: 6.2665 1.0756 -2.4071  -0.13
C: -3.8610 -0.7407 2.6468  -0.15
C: 0.6265 -1.0446 -0.9359  -0.55
C: 5.5566 0.6329 1.4004  -0.01
C: -2.6879 6.5098 0.0407  -0.12
C: 2.1808 0.8261 2.1907  -0.56
C: -0.2716 2.6642 4.2158  -0.01
C: 6.1598 -4.4136 0.1446  -0.13
C: -2.2314 6.6796 2.2044  -0.12
C: 4.8450 -3.4396 -1.3617  -0.14
C: -5.0898 2.5324 1.4443  -0.29
C: -2.2570 -3.4741 1.9142  0.00
C: 1.5099 -5.0319 -3.9538  -0.03
C: 1.3922 -3.4964 -3.8161  -0.31
C: 0.5217 1.1325 -1.4979  -0.09
C: 0.9521 -3.3554 2.4675  -0.15
C: -2.6422 -0.3459 3.1442  -0.13
C: 1.3733 5.0713 2.5249  -0.56
C: 5.1764 1.8707 -2.5886  -0.11
C: -1.3026 1.5141 0.2981  0.01
C: -1.7834 -3.6427 -0.6769  -0.04
C: -2.2675 -2.8232 0.5124  -0.26
C: -3.3596 1.1803 -3.6904  -0.01
C: -3.9626 -3.0013 -0.9886  -0.58
C: 4.0113 1.0371 -2.5766  -0.11
C: 3.1116 -6.9786 -1.0207  -0.10
C: -2.7644 -0.2191 4.5501  -0.10
C: -0.1505 -4.4280 4.0905  -0.13
C: 0.2276 -2.8079 -4.4846  -0.01
C: -4.1097 -0.4244 4.8520  -0.12
C: 4.4467 -0.2520 -2.4281  -0.13
C: -0.0347 4.4781 -1.6308  -0.13
C: -4.4797 2.8918 2.7980  -0.02
C: 3.4414 -4.0261 -4.6383  -0.63
C: -4.8425 -0.8507 -4.1905  -0.10
C: 2.1335 4.1447 -1.9476  -0.13
H: -2.3390 1.4601 -3.4143  0.07
H: 3.8470 -1.1271 -2.2547  0.09
H: -0.6969 -2.5376 5.1546  0.10
H: 3.7272 -2.2307 0.2019  0.09
H: -3.4419 2.5643 2.8900  0.07
H: -4.1006 -1.0507 1.6423  0.11
H: -1.7170 -0.3202 2.5897  0.08
H: -4.7303 -0.3825 5.7317  0.10
H: -0.7098 1.9731 3.5020  0.06
H: -7.2356 2.4416 1.1740  0.14
H: -2.3304 1.2053 0.4922  0.08
H: 5.3725 -3.3592 1.8735  0.10
H: 7.3032 1.3178 -2.2511  0.11
H: 1.4729 -2.9609 1.6098  0.09
H: -0.8833 2.6494 5.1241  0.09
H: 3.8564 -5.1103 -0.2329  0.07
H: -5.0860 2.5163 3.6229  0.09
H: 1.4345 -4.5096 0.3418  0.07
H: 4.7090 2.2543 2.5348  0.15
H: -0.2720 5.8047 5.0737  0.13
H: -3.4050 -0.7264 -2.6452  0.14
H: 3.5941 1.5680 -0.1816  0.11
H: -5.0920 1.4718 1.1946  0.14
H: -5.3505 -0.0047 -4.6690  0.13
H: -1.8954 6.5004 3.2153  0.08
H: 0.2567 -2.8511 -5.5732  0.10
H: -2.5826 -2.7868 2.6911  0.06
H: 3.1553 3.9283 -1.6809  0.09
H: -0.5773 4.2478 -3.7754  0.10
H: -1.6034 -4.6947 -0.4589  0.13
H: -1.3194 4.4523 3.5781  0.12
H: 6.4247 -0.9762 -2.0489  0.14
H: -1.2337 -3.7777 2.1488  0.03
H: 0.7402 2.4056 4.5250  0.09
H: 0.2859 -1.7454 -4.2398  0.08
H: 6.9786 -5.0426 0.4559  0.11
H: 6.3001 -4.9272 -1.8862  0.15
H: 0.9083 -5.4268 -4.7730  0.14
H: -0.9026 4.7566 -1.0556  0.09
H: 1.3122 4.6539 -0.0380  0.10
H: -1.7616 -1.8578 0.5627  0.12
H: 5.9994 0.0736 2.2249  0.09
H: 0.9957 -5.5164 2.4523  0.09
H: -4.0128 1.6713 -2.9678  0.09
H: -1.9545 -0.1616 5.2581  0.09
H: 1.2011 -5.4751 -3.0117  0.10
H: 0.2613 1.6584 -2.4128  0.12
H: 4.0479 -7.4616 -1.2409  0.10
H: 5.1486 2.9472 -2.6618  0.09
H: -5.4881 -1.2240 -3.3987  0.12
H: 0.9989 1.8157 -0.7992  0.11
H: -2.8562 6.3010 -1.0033  0.11
H: -2.8879 -4.3628 1.9158  0.10
H: 6.3402 1.3217 1.0757  0.09
H: -3.3889 8.5538 -0.0527  0.14
H: -4.3640 3.9714 2.9305  0.09
H: 3.6588 3.1035 0.7061  0.13
H: -0.5435 -5.1825 4.7558  0.10
H: 1.9512 3.7112 -4.1244  0.10
H: 1.0512 4.7579 5.4220  0.14
H: -3.4859 1.6030 -4.6877  0.10
H: -0.0664 -6.5161 -0.3851  0.09
H: 4.5154 -3.2113 -2.3621  0.10
H: 1.4392 -8.3475 -1.5160  0.10
H: -2.4946 8.8624 2.2819  0.11
H: 0.4845 -1.4429 3.2351  0.10
H: -0.7313 -3.1995 -4.1437  0.09
H: -0.6554 1.3246 1.1532  0.07
H: -0.9327 -3.1850 -1.1788  0.11
H: 5.3417 -0.0476 0.5772  0.07
H: -5.7148 -0.9764 3.5686  0.15
H: -2.1422 4.7027 1.1047  0.08
H: -6.6136 3.8732 2.0500  0.13
H: 2.9866 1.3414 -2.6944  0.07
H: -1.3227 2.5830 0.0862  0.08
H: 1.3677 -3.2359 -2.7544  0.12
H: -1.5811 0.6402 -1.6804  0.12

Results
Multiplicity = 1
Orbital gap = 8.16 eV
Charge = 0

Tell me which of them is the least stable. Sure, it is entry w.